ORCA calculation (wB97M-V/def2-TZVPD) on C14H15Cl3F5N7OPRhSi as an isolated structure.

Geometry as ORCA input:
```
! wB97M-V def2-TZVPD RIJCOSX def2/J DEFGRID3
* xyz 2 1
Rh 0.3355 0.0008 -0.1181
C -1.6408 -5.2007 0.4994
N -1.4360 -3.9145 -0.1704
C -2.0734 -3.5031 -1.3051
C -1.6103 -2.2487 -1.5807
N -0.6980 -1.8964 -0.6236
C -0.6129 -2.9149 0.2199
P 0.5700 -3.0121 1.6066
C 0.1156 -1.4465 2.4194
N -0.0349 -0.2576 1.8274
C -0.4134 0.6468 2.7813
C -0.5034 -0.0107 3.9686
N -0.1736 -1.3146 3.7280
C -0.1100 -2.3655 4.7479
C 1.9993 -2.3123 0.7323
N 1.9954 -1.1713 0.0497
C 3.2203 -1.0411 -0.5499
C 3.9693 -2.1291 -0.2199
N 3.1961 -2.9152 0.5876
C 3.6012 -4.2102 1.1400
H -2.5014 -5.6874 0.0515
H -0.7679 -5.8378 0.3739
H -1.8345 -5.0445 1.5574
H -2.7906 -4.1206 -1.8177
H -1.8682 -1.6088 -2.4077
H -0.5939 1.6824 2.5613
H -0.7740 0.3438 4.9480
H -0.1260 -1.8921 5.7246
H -0.9633 -3.0343 4.6595
H 0.8137 -2.9283 4.6449
H 3.4853 -0.1993 -1.1651
H 4.9776 -2.3924 -0.4881
H 4.6753 -4.3108 1.0200
H 3.3563 -4.2577 2.1977
H 3.1055 -5.0199 0.6087
F -2.7030 -0.0886 0.7880
C -2.8001 0.8581 -0.1413
F -3.5185 0.4278 -1.1668
C -3.4409 2.1326 0.4875
F -2.6546 2.5448 1.4872
F -4.6213 1.7895 0.9639
F -3.5679 3.0955 -0.4012
O -1.2575 2.0232 -1.3715
N -1.3595 1.0904 -0.6511
Cl 2.1635 2.2619 -1.7125
Si 1.6160 1.9734 0.2157
Cl 0.5286 3.5059 0.9723
Cl 3.2203 1.6536 1.4116
*
```

* HOMO energy: -15.2 eV
* DFT total energy: -98558.2935 eV
* LUMO: -0.29639 hartree

=====

ORCA calculation (wB97M-V/def2-TZVPD) on CH2F3NP2 as an isolated structure.

Geometry as ORCA input:
```
! wB97M-V def2-TZVPD RIJCOSX def2/J DEFGRID3
* xyz 0 1
C 1.3915 0.2923 -0.4039
N -1.4439 -0.2845 -0.4452
F -0.8920 1.7920 0.8046
F 0.0451 -2.1061 -0.7964
F -0.4079 -1.5957 1.4760
P -1.8627 1.1850 -0.4227
P 0.0083 -0.8421 0.1590
H 0.8419 1.2687 -0.5021
H 2.3198 0.2904 0.1306
*
```

* HOMO energy: -8.3 eV
* DFT total energy: -29289.9559 eV
* LUMO: -0.05688 hartree

=====

ORCA calculation (wB97M-V/def2-TZVPD) on C18H17AgN4O2S as an isolated structure.

Geometry as ORCA input:
```
! wB97M-V def2-TZVPD RIJCOSX def2/J DEFGRID3
* xyz 0 1
Ag 0.7770 -1.9995 -0.7120
C -1.4174 -4.3017 0.3911
O -1.3036 -2.8351 0.4563
C -1.5056 -2.2147 1.6340
C -2.1354 -2.7957 2.7381
C -2.5217 -1.9611 3.8358
C -2.0753 -0.6792 3.8660
C -1.4055 -0.1146 2.7464
C -1.1363 -0.8610 1.6216
N -0.5099 -0.3815 0.3876
N -0.7010 0.8730 0.2134
C -0.0873 1.6246 -0.7005
C 0.9630 1.2072 -1.5841
O 1.5187 0.0278 -1.5277
C 1.5362 2.1172 -2.5186
C 1.0516 3.3837 -2.6198
C 0.0016 3.8146 -1.7880
C -0.4314 5.1180 -1.9159
C -1.5595 5.6376 -1.2292
C -2.2750 4.7664 -0.4436
C -1.8442 3.4369 -0.3356
C -0.6642 2.9432 -0.8458
H -2.4041 -4.5801 0.6289
H -0.7789 -4.8732 1.0367
H -1.2651 -4.4600 -0.6644
H -2.4646 -3.8002 2.4847
H -3.0872 -2.3905 4.6506
H -2.2144 -0.0620 4.7470
H -1.0910 0.9160 2.7501
H 2.3440 1.7970 -3.1961
H 1.3907 4.0712 -3.3383
H 0.1827 5.7669 -2.5613
H -1.9090 6.6185 -1.3767
H -3.0674 5.0401 0.2262
H -2.3466 2.7690 0.2889
N 3.6444 -1.8682 -1.1790
C 3.6455 -3.1551 -0.9242
N 4.8401 -3.7675 -0.6746
S 2.2408 -4.0842 -0.8834
H 4.5613 -1.4167 -1.2011
H 2.8802 -1.4425 -1.7221
H 5.7163 -3.2581 -0.6256
H 4.9074 -4.6267 -0.1359
*
```

* HOMO energy: -6.9 eV
* DFT total energy: -43830.3066 eV
* LUMO: 0.00107 hartree

=====

ORCA calculation (wB97M-V/def2-TZVPD) on one molecule with the formula C6H10O.

Geometry as ORCA input:
```
! wB97M-V def2-TZVPD RIJCOSX def2/J DEFGRID3
* xyz 0 1
C 1.4891 -0.8369 -1.5573
C 0.0755 -0.8676 -1.0176
C -0.7870 -0.5035 -2.0207
C -0.2421 1.3549 1.8968
O -0.6777 0.9861 3.1639
C -0.8784 0.4162 0.8301
C -0.2421 -0.8153 0.4119
H 1.6378 -1.0716 -2.6664
H 1.7252 0.2258 -1.4516
H 2.2194 -1.3504 -0.9941
H -0.5288 0.3924 -2.6968
H -1.6774 -1.0377 -2.3290
H 0.7847 1.4206 1.9642
H -0.4573 2.3959 1.5582
H -0.9536 0.0347 3.0781
H -1.9224 0.5405 0.7321
H 0.4352 -1.2841 1.0982
*
```

* SMILES string: C=C(C)/C=C/CO
* HOMO energy: -7.3 eV
* DFT total energy: -8425.6175 eV
* LUMO: -0.02146 hartree

=====

ORCA calculation (wB97M-V/def2-TZVPD) on C36H33BIrN9P2 as an isolated structure.

Geometry as ORCA input:
```
! wB97M-V def2-TZVPD RIJCOSX def2/J DEFGRID3
* xyz 3 2
Ir 0.3660 -0.5542 -0.1520
C -3.3323 -2.0947 1.4863
C -2.3164 -2.1256 0.5319
N -1.5731 -1.0281 0.6190
N -2.0940 -0.2570 1.6048
C -3.1459 -0.9063 2.1527
B -1.3232 1.0242 1.9874
N 0.0388 0.5799 2.5719
C 0.5538 0.5704 3.8192
C 1.6894 -0.2072 3.8341
C 1.8217 -0.6720 2.5317
N 0.8336 -0.1938 1.7787
N -1.0876 1.9140 0.7507
C -1.3952 3.2035 0.4855
C -0.8818 3.5363 -0.7460
C -0.2427 2.3778 -1.1881
N -0.3738 1.4158 -0.2804
N -2.1786 1.8761 2.9799
C -3.4480 2.1467 2.9173
C -3.7423 3.1265 3.9383
C -2.4742 3.3720 4.5465
N -1.5455 2.6592 3.9906
H -4.0917 -2.8349 1.6670
H -2.0875 -2.8828 -0.2019
H -3.6932 -0.5068 2.9895
H 0.0910 1.1281 4.6125
H 2.3342 -0.4061 4.6717
H 2.5825 -1.3049 2.1047
H -1.9447 3.8135 1.1822
H -0.9555 4.4828 -1.2519
H 0.3022 2.1983 -2.1027
H -4.1163 1.7055 2.1921
H -4.7046 3.5604 4.1663
H -2.2441 4.0469 5.3575
N 2.7895 -1.9328 -1.0257
P 2.5323 -0.2600 -0.9199
C 2.7765 0.4449 -2.5477
C 2.4547 -0.2899 -3.6930
C 2.6047 0.2842 -4.9446
C 3.0651 1.5904 -5.0590
C 3.3891 2.3221 -3.9243
C 3.2519 1.7536 -2.6676
C 3.6878 0.5126 0.1965
C 3.3178 1.6965 0.8370
C 4.2294 2.3482 1.6506
C 5.4994 1.8133 1.8346
C 5.8658 0.6326 1.2016
C 4.9636 -0.0187 0.3744
P 1.3324 -2.5962 -0.4833
C 1.5772 -4.0233 0.5302
C 2.4250 -5.0494 0.1022
C 2.5783 -6.1754 0.8915
C 1.8875 -6.2784 2.0946
C 1.0414 -5.2612 2.5166
C 0.8825 -4.1271 1.7360
C 0.2048 -2.8870 -1.8514
C -0.3541 -1.6491 -2.2294
C -1.4919 -1.5843 -3.0123
C -2.0548 -2.7781 -3.4580
C -1.5094 -4.0013 -3.0920
C -0.3924 -4.0664 -2.2584
H 3.5499 -2.4042 -1.5001
H 2.1134 -1.3154 -3.6167
H 2.3769 -0.2903 -5.8321
H 3.1877 2.0333 -6.0383
H 3.7676 3.3308 -4.0193
H 3.5360 2.3198 -1.7897
H 2.3220 2.1069 0.7005
H 3.9535 3.2705 2.1436
H 6.2093 2.3213 2.4735
H 6.8565 0.2240 1.3460
H 5.2601 -0.9344 -0.1229
H 2.9636 -4.9775 -0.8364
H 3.2340 -6.9736 0.5719
H 2.0115 -7.1611 2.7075
H 0.5105 -5.3525 3.4542
H 0.2270 -3.3261 2.0611
H 0.2243 -0.6809 -2.0960
H -1.9165 -0.6319 -3.3007
H -2.9280 -2.7504 -4.0956
H -1.9668 -4.9165 -3.4438
H -0.0102 -5.0223 -1.9224
*
```

* expectation value of S²: 0.760
* HOMO energy (spin up / spin down): -16.5 / -16.5 eV
* DFT total energy: -73350.7301 eV
* LUMO (spin up / spin down): -0.29176 / -0.43905 hartree

=====

ORCA calculation (wB97M-V/def2-TZVPD) on one molecule with the formula C4H3N3O.

Geometry as ORCA input:
```
! wB97M-V def2-TZVPD RIJCOSX def2/J DEFGRID3
* xyz 0 1
C -0.5939 0.9419 0.7093
C 0.7299 0.3888 0.1694
C 0.4231 -0.7128 -0.4908
C 1.4344 -1.4034 -1.2306
H -1.7105 2.3536 1.6187
H 1.6575 0.9952 -0.1942
H -1.1223 -1.9460 -0.0310
N -0.8021 -0.9857 -0.2063
N -1.4062 0.0025 0.5253
N 2.3255 -1.9009 -1.8997
O -0.9353 2.2669 1.0297
*
```

* SMILES string: N#Cc1cc(O)n[nH]1
* HOMO energy: -9.9 eV
* DFT total energy: -10711.5830 eV
* LUMO: 0.01655 hartree

=====

Calculated relative energy (zero: lowest compared OMol25 entry of this formula, charge and spin), 61.26; 127.35; 9.76; 542.52; 0.00; 199.52 kJ/mol (same order as the records).